C3H3ClN2S | the ωB97M-V functional and the def2-TZVPD basis

Last column: Mulliken charge in e.
Element x y z (Å)
Cl  2.233  1.961  -0.044  -0.1232
S  4.062  -0.410  0.031  -0.2684
N  1.404  -0.525  -0.012  0.0038
N  1.744  -3.020  -0.110  -0.4242
C  1.580  -1.876  0.085  0.3682
C  2.502  0.258  -0.025  0.3737
C  0.075  0.033  0.126  -0.9319
H  -0.705  -0.722  0.168  0.3771
H  0.032  0.843  0.904  0.3421
H  -0.391  0.563  -0.864  0.2830

Computed properties:
- Kohn-Sham gap (alpha / beta) (Ha) = 0.3190 / 0.3190
- net charge = 0
- E_LUMO (alpha / beta) (eV) = -0.5 / -0.5
- energy relative to the best compared isomer or geometry (same formula, charge and spin) (eV) = 1.698

---

C3H3ClN2S | the ωB97M-V functional and the def2-TZVPD basis

Last column: Mulliken charge in e.
Element x y z (Å)
Cl  2.389  -1.369  -2.175  -0.1171
S  2.861  1.290  0.069  -0.2577
N  1.405  0.407  0.003  -0.0471
N  0.056  -1.360  -0.912  -0.4600
C  0.140  0.666  0.132  -0.0555
C  1.423  -0.926  -0.752  -0.0202
C  -0.641  -0.345  -0.403  -0.1062
H  -0.290  1.510  0.706  0.3680
H  -1.743  -0.210  -0.457  0.3310
H  1.888  -1.488  0.045  0.3648

Computed properties:
- Kohn-Sham gap (alpha / beta) (Ha) = 0.2509 / 0.2497
- net charge = 0
- E_LUMO (alpha / beta) (eV) = -1.6 / -1.6
- energy relative to the best compared isomer or geometry (same formula, charge and spin) (eV) = 2.406

---

C3H3ClO | the ωB97M-V functional and the def2-TZVPD basis

Last column: Mulliken charge in e.
Element x y z (Å)
Cl  2.173  0.903  0.076  -0.1888
O  -0.072  -2.208  0.113  -0.3502
C  -0.329  -1.068  0.063  0.4150
C  -0.659  0.220  0.369  -0.2890
C  0.562  0.623  -0.560  -0.5446
H  -1.631  0.494  0.144  0.2909
H  0.369  0.691  -1.583  0.4252
H  -0.413  0.343  1.378  0.2416

Computed properties:
- Kohn-Sham gap (Ha) = 0.2855
- net charge = 0
- E_LUMO (eV) = 0.4
- energy relative to the best compared isomer or geometry (same formula, charge and spin) (eV) = 2.713

---

C3H3ClO2 | the ωB97M-V functional and the def2-TZVPD basis

Last column: Mulliken charge in e.
Element x y z (Å)
Cl  -0.089  2.335  -0.154  -0.2343
O  0.503  -1.489  0.461  -0.2993
O  2.598  -0.705  -0.498  -0.3898
C  -0.875  0.652  0.403  -0.6648
C  1.508  -0.930  -0.056  0.7602
C  -0.212  -0.495  -0.366  -0.1121
H  -0.785  0.666  1.419  0.3529
H  -1.828  0.848  -0.007  0.2757
H  -0.820  -0.883  -1.202  0.3115

Computed properties:
- Kohn-Sham gap (Ha) = 0.3482
- net charge = 0
- E_LUMO (eV) = 0.3
- energy relative to the best compared isomer or geometry (same formula, charge and spin) (eV) = 3.115

---

C3H3ClOS | the ωB97M-V functional and the def2-TZVPD basis

Last column: Mulliken charge in e.
Element x y z (Å)
Cl  -1.231  -1.067  -1.673  -0.1336
S  1.105  1.333  -0.323  -0.3221
O  1.221  0.411  2.121  -0.4260
C  -1.242  -1.007  0.074  -0.1388
C  -0.447  -0.350  0.963  -0.3246
C  0.753  0.434  0.925  0.4626
H  -1.827  -1.684  0.780  0.2709
H  1.771  1.345  2.146  0.3969
H  -0.837  -0.600  1.942  0.2146

Computed properties:
- Kohn-Sham gap (Ha) = 0.3147
- net charge = 0
- E_LUMO (eV) = -0.4
- energy relative to the best compared isomer or geometry (same formula, charge and spin) (eV) = 1.545

---

C3H3ClS | the ωB97M-V functional and the def2-TZVPD basis

Last column: Mulliken charge in e.
Element x y z (Å)
Cl  3.141  1.005  -0.096  0.0386
S  0.268  -0.188  -0.125  0.0817
C  -1.529  0.291  0.030  -0.7910
C  0.373  -1.812  -0.388  -0.1545
C  3.133  -0.517  0.337  -0.0487
H  -1.746  0.907  -0.832  0.2818
H  -2.070  -0.542  -0.017  0.3523
H  -1.570  0.855  1.091  0.2397

Computed properties:
- Kohn-Sham gap (alpha / beta) (Ha) = 0.2890 / 0.2684
- net charge = 0
- E_LUMO (alpha / beta) (eV) = -0.3 / -0.8
- energy relative to the best compared isomer or geometry (same formula, charge and spin) (eV) = 7.946

---

C3H3ClS | the ωB97M-V functional and the def2-TZVPD basis

Last column: Mulliken charge in e.
Element x y z (Å)
Cl  -1.713  0.828  -2.741  -0.1385
S  -1.820  -0.118  -0.923  0.1262
C  -0.330  -0.875  -0.325  -0.3972
C  0.968  0.290  0.858  -0.4832
C  1.387  1.119  1.616  -0.0785
H  1.948  1.830  2.185  0.3785
H  0.339  -1.429  -1.065  0.3309
H  -0.779  -1.646  0.394  0.2617

Computed properties:
- Kohn-Sham gap (Ha) = 0.3373
- net charge = 0
- E_LUMO (eV) = -0.4
- energy relative to the best compared isomer or geometry (same formula, charge and spin) (eV) = 3.767

---

C3H3CoLiO4 | the ωB97M-V functional and the def2-TZVPD basis

Last column: Mulliken charge in e.
Element x y z (Å)
Co  -1.898  2.291  2.476  0.2407
O  -1.173  0.420  2.254  -0.6705
O  1.255  -2.056  -0.706  -0.6887
O  0.042  -0.053  0.467  -0.2125
O  -0.849  2.018  0.758  -0.5651
C  0.204  0.068  -0.872  -0.0847
C  1.013  -1.043  -1.414  -0.0282
C  -0.704  0.869  1.196  1.0384
Li  0.503  -2.157  1.028  0.9193
H  -0.690  0.359  -1.440  0.4201
H  0.857  -1.135  -2.511  0.4107
H  1.438  0.420  -1.237  0.2205

Computed properties:
- Kohn-Sham gap (alpha / beta) (Ha) = 0.2358 / 0.3801
- net charge = +1
- 2S+1 = 5
- ⟨S²⟩ = 6.004
- E_LUMO (alpha / beta) (eV) = -4.2 / -4.6
- energy relative to the best compared isomer or geometry (same formula, charge and spin) (eV) = 1.792

---

C3H3CoLiO4 | the ωB97M-V functional and the def2-TZVPD basis

Last column: Mulliken charge in e.
Element x y z (Å)
Co  -0.542  -0.086  -2.756  0.5087
O  -1.082  -0.916  -1.148  -0.4797
O  0.729  1.010  -0.292  -0.6014
O  -1.049  -1.758  0.921  -0.4723
O  0.593  0.136  1.739  -0.1982
C  0.301  0.163  0.474  0.5455
C  1.416  1.183  2.267  -0.6560
C  -0.734  -0.943  0.066  0.6704
Li  0.875  2.038  -1.838  0.8377
H  0.925  2.152  2.118  0.3073
H  2.392  1.178  1.767  0.3099
H  1.527  0.965  3.331  0.2282

Computed properties:
- Kohn-Sham gap (alpha / beta) (Ha) = 0.3134 / 0.2611
- net charge = +1
- 2S+1 = 5
- ⟨S²⟩ = 6.004
- E_LUMO (alpha / beta) (eV) = -4.5 / -6.8
- energy relative to the best compared isomer or geometry (same formula, charge and spin) (eV) = 0.763

---

C3H3CsO4 | the ωB97M-V functional and the def2-TZVPD basis

Last column: Mulliken charge in e.
Element x y z (Å)
Cs  2.257  3.131  -0.765  1.0040
O  -2.513  1.637  -0.300  -0.2265
O  -1.024  -0.197  -0.569  -0.3226
O  1.715  -0.158  -0.669  -0.4774
O  -0.607  1.779  0.667  -0.4286
C  1.207  -1.018  0.013  0.0498
C  -0.284  -1.165  0.144  -0.3373
C  -1.433  1.117  0.056  0.6963
H  -0.517  -1.125  1.225  0.3328
H  -0.598  -2.147  -0.238  0.3444
H  1.798  -1.854  0.435  0.3651

Computed properties:
- Kohn-Sham gap (alpha / beta) (Ha) = 0.3817 / 0.2461
- net charge = +1
- 2S+1 = 2
- ⟨S²⟩ = 0.759
- E_LUMO (alpha / beta) (eV) = -3.5 / -7.2
- energy relative to the best compared isomer or geometry (same formula, charge and spin) (eV) = 0.000

---

C3H3EuO | the ωB97M-V functional and the def2-TZVPD basis

Last column: Mulliken charge in e.
Element x y z (Å)
Eu  2.196  -0.217  0.391  1.8334
O  -1.059  1.069  0.062  -0.2836
C  -2.616  -0.020  0.011  -0.0641
C  -0.486  -0.016  -0.222  0.0655
C  -1.575  -0.978  -0.177  -0.4563
H  -3.098  0.425  -0.865  0.2745
H  -1.492  -1.993  0.204  0.3364
H  -3.232  -0.068  0.913  0.2942

Computed properties:
- Kohn-Sham gap (alpha / beta) (Ha) = 0.2927 / 0.2869
- net charge = +2
- 2S+1 = 9
- ⟨S²⟩ = 20.030
- E_LUMO (alpha / beta) (eV) = -9.6 / -9.7

---

C3H3F2N3 | the ωB97M-V functional and the def2-TZVPD basis

Last column: Mulliken charge in e.
Element x y z (Å)
F  2.862  0.017  -0.004  -0.2510
F  -1.597  1.568  -0.003  -0.2733
N  -1.592  -1.246  -0.002  -0.7721
N  0.791  -0.952  -0.005  -0.9628
N  -0.467  -0.444  -0.001  0.9811
C  1.543  0.117  0.001  0.3815
C  -0.465  0.896  -0.001  0.3980
C  0.834  1.344  -0.003  -0.4181
H  -1.529  -1.847  0.824  0.2774
H  -1.555  -1.833  -0.819  0.2718
H  1.177  2.379  0.013  0.3675

Computed properties:
- Kohn-Sham gap (Ha) = 0.3926
- net charge = 0
- E_LUMO (eV) = 0.9
- energy relative to the best compared isomer or geometry (same formula, charge and spin) (eV) = 0.204

---

Number 1: calculated total energy -1083.9441 a.u.. Number 2: calculated total energy -1083.9181 a.u.. Number 3: calculated total energy -651.4088 a.u.. Number 4: calculated total energy -726.6654 a.u.. Number 5: calculated total energy -1049.6577 a.u.. Number 6: calculated total energy -974.1516 a.u.. Number 7: calculated total energy -974.3052 a.u.. Number 8: calculated total energy -1807.0454 a.u.. Number 9: calculated total energy -1807.0832 a.u.. Number 10: calculated total energy -436.9263 a.u.. Number 11: calculated total energy -900.8319 a.u.. Number 12: calculated total energy -480.0639 a.u..